# 1
The following is a quantum chemistry calculation of a 2-piece molecular cluster, Cl2HNS overall in a non-equilibrium geometry, from the Open Molecules 2025 dataset.

XYZ file:
```
5
Cl2HNS (ωB97M-V/def2-TZVPD)
N -0.191 -3.273 1.801
S -1.602 -3.404 2.337
Cl 0.074 -0.567 0.162
Cl 1.177 -2.976 2.817
H 0.698 -1.376 0.913
```

As for the SMILES: S=NCl.Cl. The highest occupied orbital energy is -9.48 eV. For the relative energy (zero: lowest compared OMol25 entry of this formula, charge and spin), the calculation gives 27.61 kcal/mol. As for the net charge: 0.


# 2
The following is a quantum chemistry calculation of one molecule with the formula Cl2HO3PS in a non-equilibrium geometry, from the Open Molecules 2025 dataset.

XYZ file:
```
8
Cl2HO3PS (ωB97M-V/def2-TZVPD)
O -0.096 0.158 0.181
O 1.070 1.039 2.142
O -0.312 -1.272 2.281
P 0.795 -0.265 1.394
S 2.592 -0.908 0.933
Cl -0.069 1.793 3.241
Cl -2.011 -1.223 2.203
H -0.028 1.105 -0.014
```

The spin multiplicity is 3. The highest occupied orbital energy (spin up / spin down) is -8.05 / -9.45 eV. As for the net charge: 0.